[1]
Formula: C4H12NPS
Source: the OMol25 dataset
Level of theory: ωB97M-V with the def2-TZVPD basis set

Each line ends with the natural charge from an NBO analysis.
CARTESIAN COORDINATES (ANGSTROEM)
C  3.166  -1.126  -0.620  -0.413
H  -0.757  2.878  3.863  0.200
N  1.859  -0.701  -1.100  -0.772
H  3.285  -1.813  0.210  0.204
C  1.199  -1.790  -1.912  -0.412
H  -2.119  2.025  3.076  0.201
H  0.659  -1.347  -2.818  0.208
C  -0.125  0.959  3.048  -0.541
H  -0.912  2.777  1.976  0.206
H  1.847  -2.562  -2.273  0.210
C  -1.097  2.267  2.966  -0.603
H  0.857  1.501  3.107  0.198
P  1.227  0.666  -0.440  0.783
H  3.676  -0.171  -0.276  0.206
H  3.715  -1.616  -1.507  0.194
H  -0.262  0.435  3.938  0.215
S  -0.021  -0.152  1.668  -0.253
H  -0.028  0.405  -1.281  -0.040
H  0.474  -2.292  -1.322  0.208

Largest force on an atom, eV/Å: 4.9
2S+1: 1
SMILES: CCSPN(C)C

[2]
Formula: C27H25AuF5N5S
Source: the OMol25 dataset
Level of theory: ωB97M-V with the def2-TZVPD basis set

Each line ends with the natural charge from an NBO analysis.
CARTESIAN COORDINATES (ANGSTROEM)
H  -1.971  0.274  -2.924  0.194
H  0.530  -3.817  -1.688  0.190
H  4.585  3.270  -4.079  0.216
C  5.814  -0.712  -1.169  0.243
H  2.193  4.175  -0.638  0.223
H  0.278  -2.025  0.614  0.187
C  1.573  -3.927  -1.397  -0.609
C  4.475  -0.931  -1.350  0.386
C  -1.721  2.350  2.272  0.164
H  3.889  -3.116  -0.138  0.191
H  3.407  -3.554  1.505  0.210
C  0.916  -4.452  0.983  -0.586
H  -3.415  -0.516  -0.405  0.182
N  -3.523  1.275  1.555  -0.518
C  -0.978  3.272  3.002  -0.205
H  1.049  -4.174  2.026  0.212
N  0.518  1.198  -3.353  -0.538
C  1.296  -2.144  0.275  -0.857
H  1.219  -5.490  0.864  0.196
C  1.423  2.696  -1.996  0.078
H  3.515  -4.795  0.254  0.192
H  -1.070  -1.167  -1.330  0.402
N  -1.352  -0.271  -0.951  -0.632
H  2.173  -3.285  -2.036  0.203
F  4.029  -1.494  -2.492  -0.308
S  1.808  -0.779  -0.675  0.272
C  -3.815  3.117  3.265  -0.234
H  1.871  -4.960  -1.561  0.186
H  2.938  1.610  -4.879  0.219
H  4.218  4.536  -2.028  0.215
N  -1.317  1.386  1.395  -0.564
C  3.243  -3.759  0.450  -0.597
F  6.692  -1.062  -2.124  -0.293
N  0.223  2.310  -1.451  -0.520
C  6.279  -0.107  0.017  0.297
H  0.361  0.539  -4.096  0.423
F  3.102  0.537  1.695  -0.305
Au  0.556  0.881  0.548  0.676
C  2.771  2.164  -3.968  -0.250
C  4.001  0.094  0.783  0.404
C  -1.678  4.110  3.852  -0.217
C  -2.406  -0.408  0.035  -0.270
C  3.476  3.813  -2.333  -0.225
H  -1.133  4.833  4.440  0.220
H  -2.285  1.456  -1.628  0.221
C  2.355  3.627  -1.553  -0.197
C  -3.124  2.284  2.403  0.092
C  -1.570  0.718  -2.003  -0.263
C  1.633  1.988  -3.201  0.154
C  3.520  -0.599  -0.357  -0.359
C  -2.402  0.756  0.969  0.412
C  3.684  3.094  -3.512  -0.210
C  -3.062  4.038  3.983  -0.203
C  1.770  -3.548  0.086  -0.096
H  -2.188  -1.322  0.601  0.253
H  -4.884  3.043  3.385  0.220
H  -3.566  4.710  4.661  0.219
H  -0.139  -4.364  0.730  0.193
F  7.601  0.051  0.231  -0.287
H  -4.464  0.958  1.400  0.426
F  5.761  0.988  2.062  -0.294
C  5.339  0.333  0.967  0.241
H  0.095  3.316  2.905  0.233
C  -0.290  1.435  -2.282  0.391

Largest force on an atom, eV/Å: 2.5
2S+1: 1

[3]
Formula: C4H10NO3
Source: the OMol25 dataset
Level of theory: ωB97M-V with the def2-TZVPD basis set

Each line ends with the natural charge from an NBO analysis.
CARTESIAN COORDINATES (ANGSTROEM)
H  -1.873  0.234  -0.516  0.369
H  0.766  -0.331  -1.294  0.106
O  -0.863  -1.593  -1.136  -0.909
H  0.059  -2.465  -0.602  0.497
C  -0.331  -0.390  -1.463  0.109
C  -0.367  1.259  0.507  -0.163
H  1.228  0.490  1.791  0.221
H  0.334  -0.739  1.014  0.267
C  0.710  2.196  -0.054  0.443
C  0.210  0.235  1.480  -0.662
N  -1.018  0.748  -0.717  -0.688
O  1.837  2.237  0.391  -0.562
H  0.512  2.841  -0.926  0.116
O  0.695  -3.127  -0.030  -1.072
H  -0.387  0.200  2.391  0.190
H  0.138  -3.465  0.681  0.433
H  -0.483  -0.133  -2.528  0.103
H  -1.167  1.804  1.014  0.202

Largest force on an atom, eV/Å: 1.4
Charge: -1
2S+1: 1

It is found that the energy above the lowest of the compared OMol25 structures with the same formula, charge and spin values, taken in the order of the records, are 216.3, 254.0, 262.0 kJ/mol.
It is found that the E values, taken in the order of the records, are -953.821623, -2350.767124, -438.885438 Ha.
It is found that the highest occupied orbital energy values, taken in the order of the records, are -7.82, -4.96, -3.84 eV.